The following is a DFT calculation (wB97M-V/def2-TZVPD) of C5H14N2 in the gas phase at a distorted geometry.

Cartesian coordinates (Å):
1 C 0.99018 -0.95176 -2.40964
2 C -0.00902 -0.09375 -1.62173
3 C 0.47833 0.17922 -0.20762
4 N 1.62727 1.08659 -0.27043
5 C -0.69512 0.79134 0.63280
6 N -1.52836 -0.14365 1.35247
7 C -0.95726 -0.78445 2.53159
8 H 1.05636 -1.97155 -2.03637
9 H 0.80138 -0.98978 -3.47931
10 H 1.99652 -0.58058 -2.21116
11 H -0.12814 0.84421 -2.17146
12 H -0.96977 -0.61643 -1.61324
13 H 0.76833 -0.75474 0.27724
14 H 1.38150 1.93627 -0.76704
15 H 1.91357 1.34416 0.66705
16 H -0.29103 1.51793 1.32348
17 H -1.36327 1.29042 -0.07182
18 H -2.00461 -0.80118 0.75488
19 H -0.12981 -1.44601 2.24100
20 H -0.54319 -0.03684 3.19007
21 H -1.72081 -1.41796 2.97374

Atomic forces in eV per Å
C 0.52 -0.02 0.52
C 0.56 -0.91 -0.58
C -0.80 0.99 0.31
N 0.17 -0.38 0.05
C -0.06 -0.93 -0.75
N -0.36 0.28 0.62
C 0.29 -0.53 -1.53
H -0.43 -0.24 0.04
H -0.04 0.09 -0.04
H 0.01 0.30 -0.37
H -0.21 0.14 0.24
H -0.11 0.22 0.13
H 0.25 -0.04 -0.07
H -0.04 -0.01 0.08
H 0.06 0.07 -0.09
H 0.04 0.26 0.32
H 0.11 0.41 0.03
H 0.07 -0.01 -0.09
H 0.17 -0.11 0.28
H -0.21 0.21 0.46
H 0.00 0.22 0.43

Summary:
**E_HOMO**: -8.15 eV
**SMILES**: CC[C@@H](N)CNC
**Calculated total energy**: -8391.870 eV
**Energy relative to the best compared isomer or geometry (same formula, charge and spin)**: 17.3 kcal/mol

Results of the Mulliken charge analysis, in e, for atoms 1 through 5:
1. C -1.34
2. C -0.47
3. C 0.55
4. N -0.69
5. C -1.14


The following is a DFT calculation (wB97M-V/def2-TZVPD) of C5H14N2 in the gas phase at a distorted geometry.

Cartesian coordinates (Å):
1 C -0.64197 0.74043 2.19913
2 C 0.06752 -0.17142 1.20904
3 C 1.56388 -0.30532 1.47313
4 N 0.14484 0.43026 -0.17835
5 C -0.59138 -0.28031 -1.25023
6 C -0.56319 0.56959 -2.51569
7 N -0.01872 -1.57613 -1.52576
8 H -0.62029 0.28594 3.18810
9 H -1.67986 0.91118 1.90852
10 H -0.12878 1.70012 2.26958
11 H -0.45108 -1.13459 1.13396
12 H 1.97280 0.49248 2.09275
13 H 1.79654 -1.27764 1.90635
14 H 1.66522 -0.02769 0.19002
15 H -0.12381 1.41107 -0.15955
16 H -1.63734 -0.44904 -0.94943
17 H -1.04280 0.02564 -3.32569
18 H -1.09578 1.50803 -2.36640
19 H 0.46726 0.79145 -2.79024
20 H 0.95118 -1.47318 -1.80289
21 H -0.03426 -2.17086 -0.70632

Atomic forces in eV per Å
C -0.22 -0.25 -0.23
C 0.25 1.17 -0.67
C -0.01 -0.14 -2.54
N -2.12 0.22 -0.52
C -0.09 0.43 0.30
C -0.14 -0.16 0.27
N 0.02 -0.21 -0.08
H -0.07 0.01 0.08
H -0.06 0.05 0.11
H 0.02 0.04 -0.06
H 0.17 0.11 0.08
H -0.04 0.05 -0.05
H 0.49 -0.01 -0.22
H 1.72 -1.27 3.69
H -0.12 -0.08 0.01
H 0.08 -0.02 -0.05
H 0.02 -0.01 -0.05
H 0.02 0.07 0.01
H 0.07 0.01 -0.04
H 0.03 0.00 0.01
H 0.00 -0.01 -0.04

Summary:
**E_HOMO**: -8.56 eV
**SMILES**: CC(C)N[C@@H](C)N
**Calculated total energy**: -8390.668 eV
**Energy relative to the best compared isomer or geometry (same formula, charge and spin)**: 45.0 kcal/mol

Results of the Mulliken charge analysis, in e, for atoms 1 through 5:
1. C -1.64
2. C 0.42
3. C -1.09
4. N -0.34
5. C 0.30


The following is a DFT calculation (wB97M-V/def2-TZVPD) of 2 unconnected molecules or ions with the total composition C5H14N2 at a distorted geometry.

Cartesian coordinates (Å):
1 C -0.60037 -1.58814 -1.19126
2 C 0.00320 -0.28177 -0.68640
3 C 0.63283 0.49782 -1.83998
4 C -1.00664 0.59953 0.03826
5 N -1.80175 -0.09908 1.02844
6 H -1.46344 -1.39332 -1.82973
7 H 0.13632 -2.13883 -1.77275
8 H -0.91243 -2.22337 -0.36439
9 H 0.79940 -0.52030 0.04796
10 H 1.42154 -0.08700 -2.30760
11 H -0.11373 0.73718 -2.59658
12 H 1.06832 1.42885 -1.48290
13 H -1.64166 1.11786 -0.70286
14 H -0.38174 1.35360 0.61932
15 H -2.29597 -0.89081 0.63711
16 H -2.43293 0.54178 1.49759
17 C 1.34622 0.66891 2.33318
18 N 2.15530 0.05046 1.58363
19 H 1.58743 1.55478 2.93224
20 H 0.45665 0.14221 2.63895
21 H 3.04347 0.52965 1.41776

Atomic forces in eV per Å
C 0.00 0.21 0.10
C 0.34 -0.30 0.26
C -0.09 -0.12 0.31
C 0.67 0.87 0.42
N 0.22 -0.22 0.41
H -0.10 -0.04 -0.12
H 0.02 -0.09 -0.06
H -0.04 -0.10 0.02
H -0.49 -0.03 -0.56
H 0.08 -0.03 -0.08
H -0.06 0.04 -0.11
H 0.06 0.15 0.00
H 0.26 0.11 0.08
H -0.90 -0.44 -0.89
H -0.19 0.24 0.07
H -0.08 -0.33 -0.18
C 1.06 -0.56 1.13
N 0.13 0.14 -0.21
H -0.02 0.27 -0.49
H -0.65 0.03 -0.33
H -0.23 0.20 0.21

Summary:
**E_HOMO**: -9.05 eV
**SMILES**: CC(C)CN.C=N
**Calculated total energy**: -8391.260 eV
**Energy relative to the best compared isomer or geometry (same formula, charge and spin)**: 31.3 kcal/mol

Results of the Mulliken charge analysis, in e, for atoms 1 through 5:
1. C -1.77
2. C 1.45
3. C -1.65
4. C -0.89
5. N -0.50